Entry from the Open Molecules 2025 dataset: a structure of composition C31H22N6O8PtS3 (ωB97M-V with the def2-TZVPD basis set).

CARTESIAN COORDINATES (ANGSTROEM)
Pt 0.881 -0.665 -0.660
S -4.305 -1.510 -3.898
S 0.126 -3.258 -0.777
S -1.648 -2.659 -3.103
O -0.169 6.132 2.439
O 1.153 -0.967 1.416
O -0.944 -0.247 -1.696
O 0.150 1.432 0.388
O 1.060 6.472 4.174
O 5.061 1.775 3.874
O 2.252 1.214 -0.278
O 4.776 3.542 5.068
N 4.476 2.799 4.156
N -2.489 -2.667 -0.677
N 2.902 -1.554 -0.651
N -3.466 -2.233 -1.431
N 1.509 -0.573 -2.796
N 0.725 5.827 3.202
C 2.730 -1.323 -3.048
C 2.593 4.301 3.665
C 1.564 -2.113 1.909
C 1.359 1.720 0.470
C 2.464 -4.510 3.133
C 1.413 -3.756 3.686
C 3.049 -4.059 1.982
C 1.229 0.468 -3.475
C 1.493 4.597 2.892
C 2.611 -2.880 1.344
C -2.172 1.633 -2.416
C 3.288 3.156 3.342
C 3.273 -2.495 0.127
C 0.980 -2.592 3.098
C 2.925 2.333 2.295
C -1.268 3.156 -4.064
C 0.032 1.255 -3.309
C -1.001 0.852 -2.432
C -1.368 -2.880 -1.413
C -6.952 -1.153 0.616
C -4.577 -0.959 0.291
C 1.071 3.795 1.852
C -3.240 -2.095 -2.786
C -5.885 -2.444 -1.110
C -5.728 -0.598 0.973
C -4.682 -1.868 -0.746
C -2.300 2.750 -3.209
C 1.801 2.659 1.550
C 3.647 -1.198 -1.845
C -0.122 2.405 -4.103
C -7.030 -2.077 -0.419
H 2.895 4.935 4.483
H -2.966 1.327 -1.748
H -5.923 -3.170 -1.911
H -7.982 -2.516 -0.689
H 3.501 1.449 2.062
H 3.963 -0.159 -1.741
H 4.528 -1.831 -1.978
H 0.695 2.693 -4.756
H 0.181 4.049 1.294
H 2.800 -5.422 3.608
H 3.243 -0.979 -3.950
H 4.181 -3.049 -0.131
H -5.667 0.116 1.784
H 0.934 -4.097 4.597
H 2.456 -2.372 -3.179
H -7.848 -0.871 1.155
H -3.605 -0.567 0.562
H 1.919 0.780 -4.265
H 3.868 -4.615 1.535
H 0.171 -2.008 3.519
H -1.376 4.037 -4.683
H -3.217 3.328 -3.168

**Net charge**: 0
**DFT total energy**: -3438.5532 hartree
**⟨S²⟩**: 6.049
**Relative energy (zero: lowest compared OMol25 entry of this formula, charge and spin)**: 32.9 kJ/mol
**Multiplicity**: 5

These are the Mulliken partial charges, in e, on atoms 1 to 8: number 1, Pt, carries 2.79; number 2, S, carries -0.17; number 3, S, carries -0.17; number 4, S, carries -0.07; number 5, O, carries -0.61; number 6, O, carries -0.59; number 7, O, carries -1.36; number 8, O, carries -0.76

=====

Entry from the Open Molecules 2025 dataset: a structure of composition C31H23AuN4O2P (ωB97M-V with the def2-TZVPD basis set).

CARTESIAN COORDINATES (ANGSTROEM)
Au 1.144 -1.384 -0.244
P 1.144 0.893 -0.241
O 1.156 -3.467 0.025
O 3.684 -2.814 0.049
N -1.715 -4.127 3.737
N -0.408 -4.993 0.539
N 1.905 -1.563 2.809
N 3.219 -1.539 -0.108
C 4.020 0.773 -0.275
C -0.997 2.400 -4.006
C 4.146 -0.670 -0.090
C -5.433 -2.838 -0.711
C 2.834 1.518 -0.329
C -1.999 -1.427 -0.526
C -1.730 2.008 -2.894
C -3.431 -1.506 -0.609
C -1.351 1.477 2.918
C 0.322 -3.947 0.931
C 5.306 2.816 -0.511
C 1.211 2.253 2.169
C 0.687 2.663 3.384
C -0.837 1.061 1.704
C 0.388 2.382 -3.965
C -0.591 2.281 3.757
C 2.913 2.905 -0.462
C 1.152 -2.412 2.594
C -6.201 -1.682 -0.749
C -5.588 -0.438 -0.708
C -4.208 -0.347 -0.636
C 1.047 1.961 -2.820
C -4.053 -2.754 -0.643
C 0.314 1.564 -1.701
C 4.134 3.554 -0.549
C 0.227 -3.413 2.212
C -0.823 -3.814 3.078
C 5.242 1.441 -0.371
C 0.440 1.470 1.308
C -1.079 1.588 -1.748
C -0.795 -1.418 -0.462
H -2.811 2.023 -2.919
H -3.447 -3.649 -0.613
H 2.128 1.938 -2.818
H -2.337 1.150 3.219
H -5.912 -3.808 -0.730
H 6.158 0.865 -0.333
H 2.003 3.491 -0.503
H 4.164 4.630 -0.648
H -1.507 2.713 -4.908
H 2.878 -3.356 0.223
H -0.994 -5.487 1.192
H -1.658 1.282 -0.890
H 1.292 3.267 4.046
H -0.348 -5.304 -0.414
H 2.223 2.532 1.915
H 6.266 3.307 -0.583
H -0.989 2.591 4.714
H -6.186 0.463 -0.730
H 0.964 2.692 -4.826
H -7.279 -1.751 -0.810
H 5.146 -1.060 0.070
H -1.415 0.386 1.091
H -3.734 0.626 -0.599

**Net charge**: +1
**DFT total energy**: -2041.3358 hartree
**Relative energy (zero: lowest compared OMol25 entry of this formula, charge and spin)**: 72.2 kJ/mol

These are the Mulliken partial charges, in e, on atoms 1 to 8: number 1, Au, carries 1.00; number 2, P, carries 0.76; number 3, O, carries -1.09; number 4, O, carries -0.50; number 5, N, carries -0.47; number 6, N, carries -0.40; number 7, N, carries -0.55; number 8, N, carries 0.16